{"formula": "C29H28BF4IrN6OTe", "method": "ωB97M-V with the def2-TZVPD basis set", "species": ["B", "H", "C", "H", "H", "C", "H", "C", "H", "F", "C", "C", "C", "H", "H", "C", "N", "Ir", "C", "C", "F", "H", "C", "C", "H", "H", "C", "N", "C", "F", "H", "C", "C", "H", "C", "Te", "H", "N", "H", "H", "N", "C", "C", "H", "C", "N", "O", "H", "H", "H", "F", "H", "C", "C", "N", "H", "H", "H", "H", "C", "H", "C", "H", "C", "C", "C", "C", "C", "C", "H", "H"], "xyz": [[1.908, -0.157, -1.902], [-2.385, 0.786, -9.559], [0.963, 1.391, -4.911], [-4.587, 0.730, -4.691], [-0.591, 4.696, 1.562], [-3.720, -0.245, -1.543], [-2.009, 2.503, -9.555], [-0.047, 0.268, 3.742], [-0.703, 1.321, -9.610], [0.804, -0.751, -2.554], [-3.697, -2.373, -3.300], [-1.682, 1.531, -9.185], [-4.665, -2.301, -2.312], [-3.766, 1.670, -7.470], [-4.015, 5.600, -1.878], [-1.692, -1.580, -4.535], [-0.613, -0.538, 4.639], [0.174, 0.210, 0.416], [-1.675, -3.832, -0.449], [-1.579, 1.514, -4.947], [1.517, 1.176, -1.584], [-3.284, 7.409, -0.362], [-0.362, 1.474, -5.614], [-2.763, -0.318, -2.555], [-0.564, -2.311, -1.530], [-5.423, -1.177, -0.642], [-1.904, -3.487, 1.773], [-0.183, -0.280, 2.549], [-1.346, 4.903, 0.817], [3.027, -0.212, -2.651], [-2.268, -3.817, 2.737], [-1.896, 6.166, 0.701], [-1.125, 2.548, 0.132], [0.497, 1.427, -7.567], [-0.856, -1.436, 2.787], [-1.507, 1.338, -2.710], [-3.688, -3.216, -3.979], [-1.360, 1.459, -0.626], [-4.028, 2.164, -3.835], [1.778, 1.504, -5.621], [-0.736, -1.876, 0.474], [-0.427, 1.471, -7.004], [-0.966, -2.645, -0.587], [-1.577, 6.956, 1.368], [-2.716, 4.141, -1.007], [-1.137, -1.633, 4.051], [-0.374, 2.337, 1.124], [-3.718, 0.593, -0.858], [-0.679, -0.421, 5.639], [-4.826, 2.331, -5.391], [2.068, -0.792, -0.620], [-3.078, 3.355, -1.660], [-2.714, -1.394, -3.451], [-4.132, 1.714, -4.824], [-2.155, -4.248, 0.716], [1.075, 2.170, -4.155], [-0.744, -1.096, -4.312], [0.425, 1.208, 3.966], [-1.489, -2.643, -4.665], [-2.818, 1.601, -6.949], [1.093, 0.426, -4.414], [-2.852, 6.422, -0.273], [-5.408, -3.083, -2.232], [-1.746, 3.879, -0.042], [-1.187, -2.307, 1.660], [-3.263, 5.407, -1.126], [-1.640, 1.524, -7.683], [-4.675, -1.239, -1.420], [-2.822, 1.614, -5.556], [-1.857, -4.458, -1.312], [-2.060, -1.193, -5.487]], "atomic_forces_ev_per_a": [[0.059, 0.161, -0.040], [-0.011, -0.006, -0.004], [0.061, -0.034, -0.030], [0.001, -0.018, 0.014], [0.005, -0.017, 0.017], [-0.049, -0.029, 0.003], [-0.004, 0.015, -0.002], [-0.003, 0.001, -0.105], [0.013, -0.002, -0.006], [-0.182, -0.311, 0.094], [0.018, -0.001, 0.042], [0.001, -0.003, -0.013], [0.021, -0.042, -0.009], [-0.017, -0.001, -0.014], [-0.015, 0.007, -0.004], [0.052, 0.017, -0.031], [-0.017, -0.063, -0.079], [0.343, 0.342, 0.232], [-0.002, 0.026, -0.092], [-0.050, -0.008, 0.117], [-0.111, 0.183, 0.093], [-0.006, 0.032, -0.008], [-0.002, 0.011, -0.056], [0.098, -0.017, -0.035], [0.012, 0.050, -0.125], [-0.015, -0.001, 0.020], [0.047, -0.016, 0.031], [0.038, -0.003, 0.131], [0.066, 0.024, -0.058], [0.203, -0.021, -0.057], [-0.019, 0.003, 0.015], [-0.005, 0.003, -0.016], [-0.102, -0.137, -0.054], [0.023, -0.002, -0.011], [-0.081, -0.110, 0.046], [0.213, 0.087, -0.037], [-0.004, -0.037, -0.015], [-0.104, -0.005, -0.004], [0.010, 0.020, -0.014], [0.014, 0.021, -0.012], [-0.104, -0.074, -0.083], [0.002, -0.010, 0.017], [-0.009, -0.041, 0.183], [0.005, 0.017, 0.014], [-0.098, -0.067, -0.043], [-0.002, 0.025, -0.017], [0.004, 0.030, 0.035], [0.010, -0.001, 0.024], [0.001, -0.007, -0.029], [-0.026, -0.017, 0.001], [-0.264, -0.313, 0.044], [-0.002, 0.045, 0.106], [-0.133, -0.050, 0.078], [-0.031, -0.001, 0.012], [0.011, 0.003, -0.018], [0.000, 0.003, 0.017], [0.021, 0.033, 0.027], [0.033, 0.064, 0.006], [-0.020, -0.028, -0.026], [-0.050, 0.021, 0.043], [-0.021, 0.100, -0.095], [-0.008, -0.041, -0.004], [-0.007, -0.005, -0.007], [0.045, 0.017, -0.046], [0.052, 0.082, -0.023], [0.002, 0.037, 0.001], [0.014, -0.003, 0.008], [0.030, 0.043, 0.014], [0.026, 0.034, -0.123], [-0.013, -0.022, -0.030], [0.031, 0.009, -0.007]], "homo_energy_ev": [-10.6, -11.5], "homo_lumo_gap_ev": [7.5, 6.3], "charge": 1, "e_lumo_ev": [-3.1, -5.2], "spin_multiplicity": 6, "relative_energy_kcal_mol": 19.07, "largest_force_ev_per_a": 0.5}

=====

{"formula": "CH6NO2", "method": "ωB97M-V with the def2-TZVPD basis set", "species": ["O", "H", "C", "O", "N", "H", "H", "H", "H", "H"], "xyz": [[-0.126, -2.476, -0.450], [1.235, -0.102, 1.046], [0.179, 1.099, -0.110], [-1.359, 1.279, -0.197], [0.711, -0.216, 0.202], [0.514, 1.462, -1.146], [-0.758, -1.758, -0.410], [0.429, 1.921, 0.553], [0.676, -1.946, -0.108], [-1.501, 0.735, 0.620]], "atomic_forces_ev_per_a": [[1.064, -1.108, 0.256], [0.154, 0.140, 0.906], [0.873, -0.380, -2.006], [1.309, -1.591, 1.475], [-0.947, 2.789, -0.314], [-0.700, -0.484, 0.880], [0.009, 0.311, 0.036], [0.481, 0.017, 0.593], [-1.698, -0.217, -0.860], [-0.544, 0.524, -0.966]], "homo_energy_ev": -2.6, "homo_lumo_gap_ev": 7.3, "charge": -1, "e_lumo_ev": 4.7, "spin_multiplicity": 1, "relative_energy_kcal_mol": 33.89, "largest_force_ev_per_a": 3.0}

=====

{"formula": "C4H5NO", "method": "ωB97M-V with the def2-TZVPD basis set", "species": ["O", "H", "H", "C", "H", "C", "H", "C", "N", "C", "H"], "xyz": [[-1.111, -1.589, -0.350], [-2.023, 0.430, 1.475], [1.250, 0.204, -1.384], [0.037, -1.385, -0.667], [0.635, -2.183, -1.157], [-1.057, 0.795, 1.150], [1.612, -0.311, 0.249], [0.779, -0.087, -0.436], [-0.004, 1.279, 1.627], [-0.067, 1.035, 0.126], [-0.145, 1.928, -0.493]], "atomic_forces_ev_per_a": [[0.502, 0.082, -0.149], [0.130, 0.049, -0.060], [-0.073, -0.063, 0.108], [-0.267, -0.065, 0.099], [-0.079, 0.059, 0.065], [0.306, 0.187, 0.304], [-0.097, -0.010, -0.082], [-0.079, 0.056, 0.011], [-0.445, -0.230, -0.075], [0.087, 0.067, -0.330], [0.014, -0.133, 0.109]], "homo_energy_ev": -10.0, "homo_lumo_gap_ev": 11.0, "charge": 0, "e_lumo_ev": 1.0, "spin_multiplicity": 1, "relative_energy_kcal_mol": 56.17, "smiles": "O=CC[C@H]1C=N1", "largest_force_ev_per_a": 0.5}

=====

{"formula": "C4H4F4N4", "method": "ωB97M-V with the def2-TZVPD basis set", "species": ["H", "H", "C", "F", "F", "H", "N", "F", "C", "H", "C", "C", "F", "N", "N", "N"], "xyz": [[-2.284, 1.467, -1.674], [-1.166, -2.000, 1.611], [-0.716, -0.590, 0.032], [2.357, -0.418, -1.491], [2.138, -1.976, 0.044], [-0.732, 2.057, -1.276], [-1.301, 1.237, -1.547], [1.331, 1.545, 0.656], [2.069, 0.402, 0.692], [1.819, -0.040, 1.613], [1.796, -0.659, -0.346], [-1.542, -1.367, 0.802], [3.388, 0.807, 0.734], [-2.797, 0.100, -0.124], [-1.549, 0.364, -0.457], [-2.813, -0.929, 0.731]], "atomic_forces_ev_per_a": [[0.234, 0.991, -0.885], [-0.593, -0.311, -0.715], [1.603, 0.738, -0.687], [-0.668, -0.137, -0.388], [-0.923, 3.154, -0.540], [-0.691, -0.621, 0.314], [-0.727, -0.389, 0.621], [0.061, -0.475, -1.117], [0.617, 0.871, 1.302], [-0.040, -0.772, 1.363], [-1.017, -1.848, 0.591], [1.378, -0.495, 1.799], [-0.829, -0.607, -0.575], [-0.799, -0.138, 0.998], [1.798, -1.210, -0.553], [0.595, 1.250, -1.527]], "homo_energy_ev": [-10.0, -9.9], "homo_lumo_gap_ev": [8.4, 8.1], "charge": 0, "e_lumo_ev": [-1.6, -1.9], "spin_multiplicity": 1, "largest_force_ev_per_a": 3.3}

=====

{"formula": "CH2F3OPS", "method": "ωB97M-V with the def2-TZVPD basis set", "species": ["O", "F", "P", "C", "F", "S", "F", "H", "H"], "xyz": [[0.162, 2.046, -0.212], [2.250, -0.215, 1.110], [-1.661, -0.256, -0.647], [1.254, -0.408, 0.062], [0.882, -1.674, 0.126], [-0.138, 0.833, 0.521], [1.829, -0.154, -1.082], [-2.557, 0.779, -0.387], [-2.021, -0.951, 0.509]], "atomic_forces_ev_per_a": [[0.286, 1.228, -0.654], [-1.844, -0.406, -2.133], [0.461, -0.136, -0.395], [1.506, 0.859, 2.533], [-0.094, -0.096, 0.016], [0.238, -1.542, 0.281], [-0.065, 0.074, -0.069], [-0.259, 0.344, 0.132], [-0.228, -0.325, 0.289]], "homo_energy_ev": -9.8, "homo_lumo_gap_ev": 9.9, "charge": 0, "e_lumo_ev": 0.1, "spin_multiplicity": 1, "relative_energy_kcal_mol": 39.81, "smiles": "O=S(#[PH2])C(F)(F)F", "largest_force_ev_per_a": 3.1}

=====

{"formula": "C4H8BrClO", "method": "ωB97M-V with the def2-TZVPD basis set", "species": ["H", "H", "H", "C", "O", "Cl", "H", "C", "H", "C", "H", "H", "C", "Br", "H"], "xyz": [[-0.039, 2.198, 0.889], [1.401, -1.471, -1.164], [1.488, -0.769, 1.712], [0.366, -0.014, -0.117], [-0.930, 2.158, 0.521], [1.725, 1.010, -0.510], [-0.954, 1.424, -1.317], [0.340, -1.075, -1.210], [0.067, 0.320, 1.895], [-0.985, 1.091, -0.292], [-0.416, -1.838, -0.885], [0.017, -1.526, 1.450], [0.518, -0.523, 1.374], [-2.605, -0.192, -0.192], [0.008, -0.792, -2.153]], "atomic_forces_ev_per_a": [[0.104, 0.110, 0.216], [-1.417, -0.042, -0.625], [1.390, 0.479, -0.054], [-2.196, 0.965, 0.028], [-0.606, 0.115, 0.833], [1.196, 1.267, -0.008], [-0.383, -0.301, -0.523], [0.492, -2.022, 3.275], [-0.030, -0.668, 0.964], [2.239, -3.399, -0.446], [0.973, 0.277, -0.246], [-0.361, 1.330, 0.192], [-2.032, -0.455, -2.222], [0.699, 1.299, 0.318], [-0.067, 1.047, -1.704]], "homo_energy_ev": -10.0, "homo_lumo_gap_ev": 10.6, "charge": 0, "e_lumo_ev": 0.6, "spin_multiplicity": 1, "relative_energy_kcal_mol": 7.57, "smiles": "CC(C)(Cl)[C@H](O)Br", "largest_force_ev_per_a": 4.1}

=====

E / eV: -63189.7594 -6718.3611 -7764.0907 -21036.6157 -31391.6974 -88889.1745